# 1
Below is an isolated ion of composition CH4ClN2 and charge +1 at a distorted geometry, with properties calculated with ωB97M-V with the def2-TZVPD basis set.

Values from the calculation:
Gap between HOMO and LUMO = 11.8 eV
Energy above the lowest of the compared OMol25 structures with the same formula, charge and spin = 22.9 kcal per mole
Lowest unoccupied orbital energy = -5.04 eV
SMILES = NC(=[NH2+])Cl
Total charge = +1

Cartesian coordinates (Å):
N -0.37932 1.02219 -0.75813
C -0.19815 -0.26740 -0.21900
N 0.73585 -0.52988 0.66063
Cl -1.24461 -1.58421 -0.63021
H 0.05696 1.73678 -0.18562
H -1.29888 0.99376 -1.13584
H 1.20803 0.03543 1.35074
H 1.12012 -1.40666 0.91744

=====

# 2
Below is an isolated ion of composition CH4ClN2O and charge +1 at a distorted geometry, with properties calculated with ωB97M-V with the def2-TZVPD basis set.

Values from the calculation:
Gap between HOMO and LUMO = 10.1 eV
Energy above the lowest of the compared OMol25 structures with the same formula, charge and spin = 43.2 kcal per mole
Lowest unoccupied orbital energy = -6.44 eV
SMILES = [NH2+]=C(Cl)NO
Total charge = +1

Cartesian coordinates (Å):
N -0.45970 1.26890 -0.01965
C -0.53049 0.01218 0.37682
Cl -1.56043 -0.83674 2.01873
N 0.19279 -0.94592 -0.11088
O 1.12583 -0.59716 -1.09473
H -0.01166 1.49197 -0.87935
H -1.23546 1.83440 0.29646
H 0.46019 -1.86643 0.22249
H 2.01893 -0.36120 -0.80988

=====

# 3
Below is a 2-piece molecular cluster, CH4ClN2O overall at a distorted geometry, with properties calculated with ωB97M-V with the def2-TZVPD basis set.

Values from the calculation:
Gap between HOMO and LUMO = 10.8 eV
Energy above the lowest of the compared OMol25 structures with the same formula, charge and spin = 13.6 kcal per mole
Lowest unoccupied orbital energy = -5.68 eV
Total charge = +1

Cartesian coordinates (Å):
C -1.75354 0.23240 -0.66481
N 1.22561 -0.34020 0.32582
N -1.15806 0.72338 0.29806
O -2.08499 -0.38890 -1.57386
Cl 2.19902 -0.01360 -1.18104
H 1.01509 -1.37836 0.15874
H 1.68303 -0.28360 1.21192
H 0.16040 0.08581 0.37959
H -1.28656 1.36308 1.04559

=====

# 4
Below is an isolated ion of composition CH4ClN2OS and charge +1 at a distorted geometry, with properties calculated with ωB97M-V with the def2-TZVPD basis set.

Values from the calculation:
Gap between HOMO and LUMO = 9.4 eV
Energy above the lowest of the compared OMol25 structures with the same formula, charge and spin = 21.4 kcal per mole
Lowest unoccupied orbital energy = -6.00 eV
Total charge = +1

Cartesian coordinates (Å):
C -0.16725 0.20378 0.33986
N -0.68045 0.89232 -0.91938
N -0.86163 -0.66666 0.91524
O 1.91838 0.99123 -0.71641
S 1.72162 0.22916 0.47965
Cl 2.07909 -1.85173 0.05279
H -1.67314 0.70294 -1.04019
H -0.10798 1.61401 -1.34232
H -1.83699 -0.92204 0.64154
H -0.39165 -1.19300 1.58921

=====

# 5
Below is a 2-piece molecular cluster, CH4ClNS overall at a distorted geometry, with properties calculated with ωB97M-V with the def2-TZVPD basis set.

Values from the calculation:
Gap between HOMO and LUMO (alpha / beta) = 7.8 / 7.8 eV
Energy above the lowest of the compared OMol25 structures with the same formula, charge and spin = 33.4 kcal per mole
Lowest unoccupied orbital energy (alpha / beta) = -0.84 / -0.84 eV
SMILES = C=[NH+][S-].Cl

Cartesian coordinates (Å):
C -0.88675 -0.75344 -0.83347
N -0.74909 0.32374 -0.01727
S 0.26119 1.56726 -0.18087
H -1.47565 -1.64550 -0.60220
H -0.38151 -0.71570 -1.73644
H -1.57211 0.43161 0.52482
Cl 2.80996 0.00319 1.74805
H 1.99396 0.78883 1.09738

=====

# 6
Below is a 2-piece molecular cluster, CH4ClO overall, with properties calculated with ωB97M-V with the def2-TZVPD basis set.

Values from the calculation:
Gap between HOMO and LUMO = 8.2 eV
Energy above the lowest of the compared OMol25 structures with the same formula, charge and spin = 0.0 kcal per mole
Lowest unoccupied orbital energy = 4.20 eV
Total charge = -1

Cartesian coordinates (Å):
Cl -2.69904 -1.40718 0.59271
C 0.63426 0.51917 -0.19699
O 0.47129 -0.81997 0.20230
H 1.06460 0.57235 -1.20396
H -0.30408 1.07699 -0.15034
H 1.32539 1.03242 0.48831
H -0.49242 -0.97378 0.26796

=====

# 7
Below is a 2-piece molecular cluster, CH4ClO2P overall at a distorted geometry, with properties calculated with ωB97M-V with the def2-TZVPD basis set.

Values from the calculation:
Gap between HOMO and LUMO = 8.0 eV
Energy above the lowest of the compared OMol25 structures with the same formula, charge and spin = 62.9 kcal per mole
Lowest unoccupied orbital energy = -1.36 eV

Cartesian coordinates (Å):
C -0.47482 -0.72941 1.25253
O 0.34804 0.71925 -1.99676
O -0.59863 0.51933 1.17323
P 0.68112 1.45145 -0.64234
Cl -1.41256 -1.49918 -0.15553
H 0.61038 -1.02532 1.11986
H -0.87329 -1.26511 2.02281
H 0.14558 1.35522 -2.63650
H 1.57418 0.47376 -0.13730

=====

# 8
Below is a 2-piece molecular cluster, CH4ClOPS2 overall at a distorted geometry, with properties calculated with ωB97M-V with the def2-TZVPD basis set.

Values from the calculation:
Gap between HOMO and LUMO = 7.8 eV
Energy above the lowest of the compared OMol25 structures with the same formula, charge and spin = 53.3 kcal per mole
Lowest unoccupied orbital energy = -0.72 eV

Cartesian coordinates (Å):
C 1.13540 0.21788 -0.52549
O -0.75345 -0.48412 1.99562
P -1.20568 -0.17800 0.48520
S -2.50145 1.22361 0.35790
S -1.97817 -1.96725 -0.23875
Cl 1.98080 0.26155 1.04504
H 1.25777 -0.72042 -0.97131
H 1.11766 1.09636 -1.06139
H -0.09554 -1.04072 2.34275
H -1.87389 -1.21586 -1.43841

=====

# 9
Below is a 2-piece molecular cluster, CH4ClP overall at a distorted geometry, with properties calculated with ωB97M-V with the def2-TZVPD basis set.

Values from the calculation:
Gap between HOMO and LUMO (alpha / beta) = 7.7 / 6.4 eV
Energy above the lowest of the compared OMol25 structures with the same formula, charge and spin = 45.1 kcal per mole
Lowest unoccupied orbital energy (alpha / beta) = -2.38 / -3.04 eV

Cartesian coordinates (Å):
C -0.70643 0.34942 0.09919
P 1.00605 0.72101 -0.43735
Cl 1.88502 -1.83845 1.29898
H -0.96415 -0.68491 -0.11300
H -1.40364 1.00965 -0.42027
H -0.79380 0.53344 1.16720
H 0.97695 -0.09015 -1.59474

=====

# 10
Below is one molecule with the formula CH4ClPS at a distorted geometry, with properties calculated with ωB97M-V with the def2-TZVPD basis set.

Values from the calculation:
Gap between HOMO and LUMO = 9.5 eV
Energy above the lowest of the compared OMol25 structures with the same formula, charge and spin = 23.3 kcal per mole
Lowest unoccupied orbital energy = 0.37 eV
SMILES = PSCCl

Cartesian coordinates (Å):
P 1.56149 -0.38805 0.08650
S -0.28215 -0.04318 1.14964
C -1.15688 0.40189 -0.34984
Cl -0.10257 1.55321 -1.36819
H 2.29334 -0.25213 1.27454
H 1.21607 -1.82046 0.14622
H -2.03471 0.97715 -0.03487
H -1.49459 -0.42843 -0.90400